This record from the OMol25 dataset describes a single C4H5NO2 molecule. The level of theory is ωB97M-V/def2-TZVPD.

Summary:
HOMO-LUMO gap, eV: 9.06
Strongest force on any atom, Eh/bohr: 0.04143
HOMO level, Ha: -0.3428
ΔE to the lowest compared entry with this formula, charge and spin, eV: 2.495

The geometry in ORCA input format:
```
! wB97M-V def2-TZVPD RIJCOSX def2/J DEFGRID3
* xyz 0 1
C 0.35220 1.19673 0.09160
C -1.57446 -0.52989 -0.17878
C -0.22240 -0.13543 0.27960
N 1.43487 0.52246 -0.66140
C 1.91163 -0.52584 -0.03005
O 0.54252 -0.99275 0.90088
O 2.85669 -1.21979 -0.01653
H 0.67813 1.70357 1.00173
H -0.20192 1.85422 -0.57367
H -1.87242 0.02490 -1.06664
H -2.28160 -0.29770 0.62416
H -1.62322 -1.60048 -0.37089
*
```